Entry 1:
ORCA calculation (ωB97M-V with the def2-TZVPD basis set) on a molecular structure, C6H9LiO6Rb.

XYZ file:
```
23
Properties=species:S:1:pos:R:3:forces:R:3
C -1.579646 -1.152404 1.493529 -0.27 0.30 0.14
C -2.765502 -3.170391 1.125228 0.75 -0.40 0.53
H -1.627688 -1.288566 2.583067 -0.04 0.00 -0.21
C 0.560723 1.098868 -0.565842 -0.47 -1.89 0.73
H -2.410570 -0.502537 1.184901 0.20 -0.14 0.08
O 2.753574 2.146962 -0.610361 -0.35 -0.25 1.44
H 0.568246 -1.217709 1.357929 -0.21 0.10 0.01
O 2.872732 1.841510 -2.811006 0.31 0.60 1.17
Rb 4.405317 5.776387 -5.613619 -0.14 -0.38 0.44
O -2.772634 -4.332202 0.647416 -0.58 -0.24 -0.27
H -0.123917 0.367040 1.782373 -0.07 -0.17 -0.01
H 0.250254 1.886361 0.143270 -0.06 -0.03 -0.59
C -0.257057 -0.518424 1.134829 0.54 0.31 0.05
H 2.422395 0.159961 -1.168807 -0.13 0.19 0.11
O -3.646505 -2.749641 1.915600 -0.83 0.13 0.14
O -1.690796 -2.416244 0.845457 0.06 -0.11 -0.26
C 3.202486 2.537914 -1.824120 0.06 0.05 -2.80
H 0.318738 1.249754 -1.626423 -0.11 0.34 0.56
Li -4.497004 -4.492590 1.568450 0.85 0.57 -0.19
H 2.329907 0.559689 0.571918 -0.10 0.05 -0.15
H -0.156294 3.452246 -1.479730 -0.04 0.22 -0.09
C 2.069653 0.899142 -0.438731 -0.04 -0.44 -0.08
O -0.226414 -0.135128 -0.215330 0.68 1.18 -0.77
```
Forces are in eV/Å.

M = 269.54 Da
multiplicity = 2
LUMO energy (alpha / beta) = -1.89 / -1.86 eV
frontier orbital gap (alpha / beta) = 3.0 / 2.9 eV
HOMO (alpha / beta) = -4.88 / -4.78 eV

Charges obtained by natural (NBO) population analysis, quoted in units of e: -0.08, 0.96, 0.18, -0.08, 0.19, -0.60, 0.17, -0.80, 0.90, -0.84, 0.16, 0.17, -0.08, 0.20, -0.87, -0.51, 0.29, 0.22, 0.95, 0.17, -0.01, -0.14, -0.56

***

Entry 2:
ORCA calculation (ωB97M-V with the def2-TZVPD basis set) on C6H9N in the gas phase.

XYZ file:
```
16
Properties=species:S:1:pos:R:3:forces:R:3
H -1.863677 0.138257 -0.743436 0.13 0.02 -0.03
N 0.624076 0.581372 1.086941 -0.03 0.01 -0.07
C 0.037158 -0.342586 0.280298 0.17 -0.03 -0.06
C -0.811410 -1.446864 0.835959 -0.02 -0.02 -0.03
H 0.695473 -1.058245 -1.702068 0.00 0.15 0.15
C 0.807434 -0.284642 -0.943971 0.06 -0.29 -0.09
H -1.235707 -2.046889 0.026074 0.07 0.10 0.12
H -1.635724 -1.056002 1.444148 0.12 -0.06 -0.09
C 1.649308 1.214259 0.359350 0.10 0.17 0.03
H 0.247168 0.875250 1.975920 0.09 -0.04 -0.11
H -0.769314 1.585837 -0.737483 0.07 -0.16 -0.04
C -0.894241 0.548676 -1.041772 -0.37 0.25 -0.14
H -0.198438 -2.102562 1.461160 -0.08 0.09 -0.07
H 2.175303 2.013046 0.879213 -0.08 -0.14 -0.12
C 1.836390 0.733179 -0.915962 -0.31 -0.04 0.37
H -0.839753 0.481395 -2.129880 0.07 -0.01 0.19
```
Forces are in eV/Å.

ΔE to the lowest compared entry with this formula, charge and spin = 447.4 kJ/mol
M = 95.14 Da
LUMO energy = 0.67 eV
frontier orbital gap = 7.7 eV
HOMO = -7.08 eV

Charges obtained by natural (NBO) population analysis, quoted in units of e: 0.21, -0.56, 0.18, -0.63, 0.22, -0.16, 0.23, 0.22, -0.09, 0.41, 0.24, -0.55, 0.24, 0.20, -0.40, 0.25

***

Entry 3:
ORCA calculation (ωB97M-V with the def2-TZVPD basis set) on C6H9N in the gas phase.

XYZ file:
```
16
Properties=species:S:1:pos:R:3:forces:R:3
H 2.728780 -1.290696 0.313679 -0.07 0.16 0.01
C 2.366758 -0.264088 0.408699 0.03 -0.03 0.01
N 0.300625 1.049996 -0.101731 0.01 -0.11 0.08
H -3.083274 0.328630 0.191835 0.17 -0.06 0.02
H 0.439724 -2.130835 -0.833670 -0.03 0.18 0.02
C -1.112175 -0.502302 -1.119446 0.26 0.15 0.00
H 3.046232 0.392415 -0.147217 -0.10 -0.09 0.07
H -1.728662 0.278516 1.384577 0.01 -0.03 -0.14
C -2.111517 -0.101443 0.429070 -0.32 -0.04 0.37
C 0.970127 -0.160727 -0.114496 -0.08 -0.04 -0.03
C -0.981269 0.814941 -0.604025 -0.05 0.14 -0.17
H 0.595335 1.857043 0.426209 -0.05 -0.11 -0.09
H -1.578137 1.682441 -0.870720 0.08 -0.18 0.04
H -2.225792 -1.178498 0.529674 0.05 0.17 -0.06
H 2.420464 0.018731 1.467062 -0.03 -0.03 -0.15
C 0.153441 -1.095805 -0.674469 0.14 -0.07 0.03
```
Forces are in eV/Å.

ΔE to the lowest compared entry with this formula, charge and spin = 362.1 kJ/mol
M = 95.14 Da
LUMO energy = 0.84 eV
frontier orbital gap = 8.5 eV
HOMO = -7.68 eV

Charges obtained by natural (NBO) population analysis, quoted in units of e: 0.23, -0.65, -0.58, 0.23, 0.21, -0.17, 0.22, 0.20, -0.59, 0.20, -0.04, 0.40, 0.22, 0.27, 0.22, -0.37

***

Entry 4:
ORCA calculation (ωB97M-V with the def2-TZVPD basis set) on C6H9N in the gas phase.

XYZ file:
```
16
Properties=species:S:1:pos:R:3:forces:R:3
H -2.551827 -1.909408 -0.053511 -0.16 -0.08 0.08
H -0.154072 1.542247 1.594535 0.16 0.09 -0.05
N 1.194926 2.319681 0.190333 0.44 0.35 -0.15
C -2.147115 -0.945882 -0.344524 -0.26 0.34 -0.26
H 1.256557 -1.150109 -1.425465 -0.26 -0.85 -0.45
H 1.394336 0.603170 -1.678439 0.13 -0.31 0.10
C 0.516795 0.039094 0.193320 -0.77 -0.76 -0.18
C 0.516795 1.402341 0.730918 -0.26 0.35 0.29
H 2.521723 -0.255141 -0.591007 -0.68 0.12 -0.24
C -0.858456 -0.712468 0.307902 2.07 -0.22 0.49
C 0.102529 -1.089620 1.098692 -0.92 0.59 -0.70
H 1.119679 3.232371 0.637950 -0.24 -0.24 0.12
H 0.498422 -1.774048 1.810375 0.11 -0.32 0.35
C 1.467649 -0.221309 -0.955957 0.65 1.11 0.52
H -2.851366 -0.147488 -0.081505 0.02 -0.19 -0.09
H -2.026576 -0.933433 -1.433618 -0.01 0.03 0.16
```
Forces are in eV/Å.

ΔE to the lowest compared entry with this formula, charge and spin = 272.2 kJ/mol
SMILES = [H]/N=C/[C@@]1(C)C=C1C
M = 95.14 Da
LUMO energy = 0.93 eV
frontier orbital gap = 10.2 eV
HOMO = -9.24 eV

Charges obtained by natural (NBO) population analysis, quoted in units of e: 0.23, 0.15, -0.65, -0.66, 0.21, 0.23, -0.14, 0.14, 0.22, 0.08, -0.20, 0.34, 0.22, -0.63, 0.23, 0.24

***

Entry 5:
ORCA calculation (ωB97M-V with the def2-TZVPD basis set) on C6H9N in the gas phase.

XYZ file:
```
16
Properties=species:S:1:pos:R:3:forces:R:3
C -0.891791 0.242838 -1.004899 0.39 -0.26 -0.28
C 0.919910 -1.266486 -2.206992 0.06 -0.02 -0.09
H 1.538859 -0.730754 -2.929463 -0.09 -0.06 -0.01
H -2.515748 0.608178 0.307708 0.18 0.03 -0.01
H 1.562139 -1.528285 -1.355663 -0.02 -0.07 -0.25
H 0.741756 -0.815676 2.293200 -0.09 0.20 -0.02
N 0.736674 1.182001 1.345444 0.19 0.18 0.12
H -1.523378 2.027161 -0.055390 -0.01 -0.18 0.06
H 1.020706 1.524480 2.258664 -0.05 0.00 -0.12
H 0.780713 -0.783067 0.468170 -0.14 0.17 0.30
H 0.560422 -2.193632 -2.660528 0.00 0.15 0.01
C 0.515824 -0.261770 1.384378 -0.03 -0.28 0.08
C -0.155816 -0.427120 -1.683635 -0.28 0.27 0.34
C -0.631931 0.683346 1.381935 -0.22 -0.06 0.04
C -1.486876 0.946512 0.132947 0.03 -0.04 0.03
H -1.171462 0.792274 2.324126 0.09 -0.01 -0.18
```
Forces are in eV/Å.

ΔE to the lowest compared entry with this formula, charge and spin = 303.1 kJ/mol
SMILES = CC#CC[C@H]1CN1
M = 95.14 Da
LUMO energy = 1.09 eV
frontier orbital gap = 10.3 eV
HOMO = -9.21 eV

Charges obtained by natural (NBO) population analysis, quoted in units of e: 0.00, -0.68, 0.23, 0.23, 0.23, 0.19, -0.59, 0.24, 0.35, 0.21, 0.23, -0.26, -0.02, -0.07, -0.48, 0.19

***

Entry 6:
ORCA calculation (ωB97M-V with the def2-TZVPD basis set) on C6H9N in the gas phase.

XYZ file:
```
16
Properties=species:S:1:pos:R:3:forces:R:3
H 3.077206 -0.135504 0.082291 -0.10 0.23 -0.24
H -1.307005 -1.102753 2.372037 -0.02 0.03 -0.34
H 0.107546 -1.126995 -0.837624 0.23 0.00 -0.20
H 3.093780 0.530070 -1.665302 -0.07 -0.09 0.28
H -0.594449 0.299230 -1.633669 0.02 -0.06 0.57
C -0.907912 0.204589 0.569497 -0.05 0.15 -0.09
H -3.116027 0.221808 1.072180 0.28 -0.10 -0.20
H 1.573907 2.655986 0.060097 -0.02 -0.43 0.18
H -2.713178 -0.795177 -0.391791 0.09 0.08 0.29
C -0.137120 -0.063763 -0.684957 -1.20 -0.59 -0.60
H -1.001140 -2.050549 0.845380 -0.03 0.22 0.06
C 2.624257 0.504798 -0.679754 0.44 -0.11 -0.10
N 1.156450 0.615938 -0.653134 0.82 0.96 0.78
C -2.333952 -0.311154 0.520944 -0.03 0.09 -0.23
C -1.282849 -1.078642 1.277017 0.06 -0.11 0.37
C 1.760480 1.632118 -0.253218 -0.44 -0.28 -0.54
```
Forces are in eV/Å.

ΔE to the lowest compared entry with this formula, charge and spin = 724.8 kJ/mol
M = 95.14 Da
LUMO energy = -0.52 eV
frontier orbital gap = 5.3 eV
HOMO = -5.81 eV

Charges obtained by natural (NBO) population analysis, quoted in units of e: 0.21, 0.19, 0.18, 0.20, 0.22, -0.47, 0.19, 0.26, 0.17, -0.28, 0.16, -0.24, -0.14, -0.45, -0.46, 0.23